[1]
Entry from the Open Molecules 2025 dataset: a 3-piece molecular cluster, C20H33ClNO5 overall in a non-equilibrium geometry (wB97M-V/def2-TZVPD).

Total energy: -45519.6648 eV
E_HOMO: -11.5 eV
HOMO-LUMO gap: 7.137 eV
LUMO: -0.1587 Eh

The geometry in ORCA input format:
```
! wB97M-V def2-TZVPD RIJCOSX def2/J DEFGRID3
* xyz 1 1
C -0.199 2.463 -6.939
C -1.483 1.687 -7.295
C -1.342 0.154 -7.190
C -2.129 -0.516 -6.037
C -1.674 -1.970 -5.869
C -1.938 0.266 -4.782
C -0.730 0.285 -4.084
C -0.600 1.065 -2.949
C 0.693 1.116 -2.177
C 0.431 0.600 -0.782
O 0.359 1.291 0.160
Cl 0.156 -1.129 -0.732
C -1.694 1.822 -2.511
C -2.873 1.779 -3.217
N -2.963 1.008 -4.325
H 0.579 1.816 -6.543
H -0.374 3.245 -6.207
H 0.215 2.932 -7.823
H -1.731 1.919 -8.324
H -2.312 2.069 -6.704
H -0.295 -0.082 -7.030
H -1.650 -0.314 -8.118
H -3.183 -0.553 -6.306
H -1.926 -2.372 -4.892
H -2.139 -2.606 -6.613
H -0.597 -2.057 -5.982
H 0.069 -0.327 -4.464
H 1.436 0.515 -2.689
H 1.022 2.148 -2.124
H -1.608 2.425 -1.622
H -3.744 2.342 -2.932
H -3.830 0.976 -4.846
O 5.247 -0.463 1.770
C 4.247 -0.043 2.285
O 4.346 0.879 3.257
C 3.205 1.553 3.802
C 2.561 0.766 4.921
C 2.879 -0.564 1.898
H 2.495 1.802 3.012
H 3.595 2.496 4.182
H 2.173 -0.189 4.572
H 1.732 1.324 5.354
H 3.293 0.560 5.703
H 2.658 -1.453 2.485
H 2.914 -0.840 0.846
H 2.074 0.155 2.029
O -0.369 -0.621 5.156
C -0.593 -1.288 6.132
O -0.517 -0.703 7.338
C -0.910 -1.354 8.552
C 0.213 -2.181 9.141
C -0.878 -2.769 6.038
H -1.819 -1.938 8.397
H -1.169 -0.542 9.229
H 0.503 -2.998 8.480
H -0.093 -2.607 10.097
H 1.093 -1.559 9.302
H 0.070 -3.306 6.026
H -1.397 -2.955 5.101
H -1.496 -3.157 6.844
*
```



[2]
Entry from the Open Molecules 2025 dataset: a 3-piece molecular cluster, C11H25N3O5 overall (wB97M-V/def2-TZVPD).

Total energy: -26521.0839 eV
E_HOMO: -8.8 eV
HOMO-LUMO gap: 9.590 eV
LUMO: 0.0299 Eh
SMILES: COC(=O)OCCCN.CNC(C)=O.CNC(C)=O

The geometry in ORCA input format:
```
! wB97M-V def2-TZVPD RIJCOSX def2/J DEFGRID3
* xyz 0 1
C -1.590 2.858 -1.789
O -0.475 2.237 -1.132
C 0.751 2.430 -1.631
O 1.692 1.769 -1.297
O 0.774 3.435 -2.511
C 2.081 3.886 -2.896
C 1.941 5.075 -3.818
C 1.437 6.360 -3.169
N 0.011 6.321 -2.846
H -1.725 2.428 -2.781
H -1.450 3.934 -1.870
H -2.453 2.630 -1.172
H 2.639 4.154 -1.996
H 2.607 3.068 -3.389
H 1.319 4.807 -4.677
H 2.945 5.274 -4.203
H 1.689 7.200 -3.828
H 1.984 6.509 -2.234
H -0.561 6.526 -3.654
H -0.220 6.973 -2.111
C -0.288 -0.466 0.800
N -1.723 -0.662 0.698
C -2.542 -1.369 1.515
C -1.907 -2.031 2.715
O -3.738 -1.464 1.278
H -0.057 0.594 0.893
H 0.214 -0.841 -0.091
H 0.109 -0.996 1.659
H -2.200 -0.233 -0.079
H -2.688 -2.558 3.257
H -1.133 -2.733 2.403
H -1.454 -1.290 3.375
C -0.766 -7.241 2.896
N -0.505 -5.920 2.364
C 0.606 -5.154 2.520
C 1.737 -5.722 3.347
O 0.675 -4.048 2.009
H -0.940 -7.958 2.092
H -1.644 -7.233 3.545
H 0.083 -7.584 3.478
H -1.220 -5.486 1.801
H 2.535 -4.986 3.368
H 1.412 -5.927 4.367
H 2.115 -6.648 2.912
*
```



[3]
Entry from the Open Molecules 2025 dataset: C3H9NOS in the gas phase in a non-equilibrium geometry (wB97M-V/def2-TZVPD).

Total energy: -17627.6629 eV
E_HOMO: -7.6 eV
HOMO-LUMO gap: 8.430 eV
LUMO: 0.0295 Eh
SMILES: CC[C@H](O)SN

The geometry in ORCA input format:
```
! wB97M-V def2-TZVPD RIJCOSX def2/J DEFGRID3
* xyz 0 1
C -0.955 1.060 1.038
C -0.479 0.407 -0.337
C 0.986 0.562 -0.473
O 1.366 0.694 -1.794
S 1.731 -1.443 0.067
N 0.221 -2.125 0.301
H -0.217 0.822 1.866
H -1.985 0.786 1.235
H -1.052 2.132 0.911
H -0.949 0.951 -1.171
H -0.791 -0.566 -0.355
H 1.663 1.152 0.090
H 0.568 0.515 -2.329
H -0.349 -1.898 1.144
H 0.241 -3.048 -0.191
*
```



[4]
Entry from the Open Molecules 2025 dataset: C16H19MnN5O2S2 as an isolated structure (wB97M-V/def2-TZVPD).

Total energy: -81429.1901 eV
E_HOMO: -11.2 eV
HOMO-LUMO gap: 6.390 eV
LUMO: -0.1768 Eh

The geometry in ORCA input format:
```
! wB97M-V def2-TZVPD RIJCOSX def2/J DEFGRID3
* xyz 1 1
Mn -0.537 -0.111 0.367
C -2.090 -3.882 1.494
C -1.489 -2.692 0.842
N -1.604 -1.488 1.254
N -2.405 -1.135 2.312
C -2.818 0.083 2.098
N -3.634 0.691 2.954
S -2.392 0.964 0.610
C -0.823 -2.753 -0.479
C -0.550 -3.920 -1.154
C -0.127 -3.834 -2.479
C -0.017 -2.597 -3.078
C -0.271 -1.459 -2.326
N -0.648 -1.532 -1.052
H -2.485 -3.613 2.469
H -1.343 -4.668 1.608
H -2.900 -4.275 0.875
H -3.899 0.223 3.805
H -3.910 1.646 2.808
H -0.681 -4.876 -0.669
H 0.087 -4.736 -3.036
H 0.271 -2.495 -4.114
H -0.195 -0.467 -2.743
O 0.616 -0.123 1.323
N 2.029 -0.104 -1.418
C 3.191 -0.420 -1.997
C 3.815 0.369 -2.944
C 3.198 1.560 -3.315
C 1.996 1.903 -2.728
C 1.455 1.033 -1.780
S -0.082 1.528 -1.025
H 3.640 -1.352 -1.673
H 4.753 0.062 -3.382
H 3.650 2.213 -4.049
H 1.485 2.821 -2.986
C 1.656 3.311 2.645
C 0.166 3.207 2.466
C -0.561 4.452 2.030
O -0.419 2.161 2.645
H 1.853 3.729 3.636
H 2.099 3.987 1.915
H 2.113 2.326 2.587
H -0.138 5.346 2.487
H -1.622 4.371 2.252
H -0.434 4.548 0.948
*
```



[5]
Entry from the Open Molecules 2025 dataset: a 6-piece molecular cluster, C14H40O6 overall in a non-equilibrium geometry (wB97M-V/def2-TZVPD).

Total energy: -27448.1367 eV
E_HOMO: -10.1 eV
HOMO-LUMO gap: 10.365 eV
LUMO: 0.0110 Eh
SMILES: CC(C)O.CC(C)O.CCO.CCO.CCO.CCO

The geometry in ORCA input format:
```
! wB97M-V def2-TZVPD RIJCOSX def2/J DEFGRID3
* xyz 0 1
C -2.112 2.982 -0.421
C -1.880 4.486 -0.679
C -2.971 5.351 -0.040
O -0.638 4.950 -0.162
H -3.120 2.764 -0.775
H -2.219 2.783 0.646
H -1.395 2.229 -0.749
H -1.993 4.717 -1.738
H -4.026 5.338 -0.312
H -2.653 6.380 -0.211
H -3.067 5.243 1.040
H 0.107 4.467 -0.528
C 1.036 -0.061 -5.497
C 1.683 -0.163 -4.075
C 2.280 1.222 -3.627
O 0.649 -0.644 -3.205
H 1.847 0.193 -6.179
H 0.416 0.833 -5.428
H 0.518 -0.873 -6.007
H 2.400 -0.983 -4.124
H 2.602 1.239 -2.585
H 1.580 2.026 -3.856
H 3.178 1.225 -4.245
H 0.973 -1.273 -2.556
C -0.202 1.572 5.802
C 0.544 2.464 4.933
O -0.249 3.586 4.511
H -0.892 2.091 6.467
H 0.503 1.059 6.456
H -0.825 0.873 5.243
H 0.922 1.768 4.184
H 1.346 2.884 5.540
H 0.137 3.915 3.697
C -0.180 -2.737 2.256
C 1.312 -2.843 1.845
O 1.348 -3.086 0.463
H -0.875 -2.028 1.806
H -0.179 -2.476 3.314
H -0.641 -3.724 2.233
H 1.779 -3.747 2.238
H 2.016 -2.081 2.180
H 2.236 -3.339 0.200
C 7.055 -2.259 0.624
C 6.831 -2.250 -0.891
O 6.009 -3.283 -1.263
H 7.084 -1.290 1.122
H 8.075 -2.521 0.905
H 6.404 -2.949 1.161
H 7.782 -2.345 -1.416
H 6.417 -1.301 -1.232
H 6.185 -3.469 -2.188
C -5.999 -2.954 -0.398
C -7.458 -3.059 -0.810
O -8.455 -2.636 0.180
H -5.269 -3.296 -1.132
H -5.764 -3.577 0.464
H -5.748 -1.949 -0.057
H -7.621 -4.029 -1.279
H -7.557 -2.400 -1.673
H -9.264 -3.016 -0.171
*
```